24
Properties=species:S:1:pos:R:3:forces:R:3:mulliken_charge:R:1 method="wB97M-V/def2-TZVPD" gap_ev=6.835 e_above_lowest_kj_mol=109.93 total_energy_ev=-19158.4519 charge=+1 homo_ev=-10.50
Cd 0.60615 0.47650 0.49328 -2.035 -1.399 -1.831 1.143
C -1.76594 -1.69352 -2.61528 0.942 0.419 -0.185 -1.153
C -1.37132 -0.45925 -1.78925 -0.817 -0.219 1.913 -0.081
O -0.06072 -0.36218 -1.29853 0.052 -0.426 -1.461 -0.748
H -1.37670 -2.56818 -2.09416 0.544 -0.065 -0.342 0.294
H -1.36932 -1.55124 -3.62054 0.107 -0.657 -0.078 0.258
H -2.82736 -1.93160 -2.68472 -0.212 0.752 0.036 0.366
H -2.00957 -0.57773 -0.91363 -0.649 0.046 0.683 0.086
H -1.74454 0.48719 -2.18048 0.162 0.139 -0.810 0.261
O -1.18648 0.87069 1.52479 -1.919 0.577 1.262 -0.455
H -1.49312 1.72978 1.81490 -0.203 0.375 0.042 0.268
H -1.89638 0.27175 1.75621 -0.397 -0.231 -0.126 0.257
O 0.86475 2.31460 -0.30184 0.699 3.124 -0.942 -0.482
H 1.33440 2.18534 -1.12583 0.142 -0.160 -0.630 0.331
H 0.38571 3.13415 -0.42466 -0.272 0.319 0.052 0.279
O 0.36813 -1.41273 1.40433 -0.252 -1.984 1.348 -0.391
H 0.80203 -2.26589 1.41353 0.192 -0.329 -0.188 0.256
H -0.48785 -1.57453 1.80098 -0.239 -0.213 0.125 0.247
O 2.54893 -0.03414 0.11399 2.945 -0.502 -0.246 -0.440
H 2.84573 -0.91170 -0.12690 -0.072 -0.429 -0.462 0.295
H 3.31167 0.37277 0.52495 0.410 0.249 0.002 0.283
O 1.31539 1.00271 2.47815 0.760 0.505 1.400 -0.432
H 2.23512 0.88762 2.71708 0.338 -0.110 0.192 0.277
H 0.97131 1.60959 3.13354 -0.227 0.220 0.246 0.279